Formula: C4H5NO3
Source: OMol25
Level of theory: wB97M-V/def2-TZVPD

Results
* E_tot: -435.88155 Eh
* relative energy (zero: lowest compared OMol25 entry of this formula, charge and spin): 102.3 kJ/mol
* strongest force on any atom: 2.618 eV/A
* HOMO level: -0.341 Eh
* frontier orbital gap: 8.8 eV

```
! RIJCOSX wB97M-V def2-TZVPD def2/J DEFGRID3
* xyz 0 1
C 0.975 -0.693 -0.809
C 0.395 0.318 0.189
C -1.069 0.413 0.464
C -2.023 -0.349 -0.075
O 2.302 -0.814 -0.625
O -1.430 1.385 1.388
N 1.191 1.128 0.841
O 0.383 -1.291 -1.679
H 2.580 -1.468 -1.301
H -0.572 1.791 1.649
H 2.159 0.906 0.547
H -1.832 -1.133 -0.797
H -3.059 -0.192 0.208
*
```

---

Formula: C4H5NO3
Source: OMol25
Level of theory: wB97M-V/def2-TZVPD

Results
* E_tot: -435.73921 Eh
* relative energy (zero: lowest compared OMol25 entry of this formula, charge and spin): 476.0 kJ/mol
* strongest force on any atom: 6.797 eV/A
* HOMO level: -0.331 Eh
* frontier orbital gap: 9.8 eV

```
! RIJCOSX wB97M-V def2-TZVPD def2/J DEFGRID3
* xyz 0 1
C -1.681 -1.381 0.188
C -0.729 -0.240 0.140
C 0.104 1.787 -0.121
C 1.653 -0.851 -0.060
H -1.381 -2.433 0.422
H -2.614 -1.141 -0.281
H 0.860 1.674 -0.884
H -0.446 2.807 -0.062
H 1.221 -1.827 -0.042
N 0.609 -0.170 0.594
O -1.063 0.939 -0.542
O 0.720 1.192 0.995
O 2.745 -0.357 -0.347
*
```

---

Formula: C4H5NO3
Source: OMol25
Level of theory: wB97M-V/def2-TZVPD

Results
* E_tot: -435.71788 Eh
* relative energy (zero: lowest compared OMol25 entry of this formula, charge and spin): 532.0 kJ/mol
* strongest force on any atom: 7.684 eV/A
* HOMO level: -0.366 Eh
* frontier orbital gap: 10.0 eV

```
! RIJCOSX wB97M-V def2-TZVPD def2/J DEFGRID3
* xyz 0 1
C -0.321 -0.980 -1.436
C 0.448 1.103 -0.513
C -0.293 1.020 0.718
C -0.034 -0.386 1.331
H -0.360 -0.571 -2.617
H 1.339 1.780 -0.709
H -0.343 1.223 -1.249
H 0.321 -0.202 2.365
H -0.916 -1.184 1.329
N 0.800 -0.188 -0.854
O -0.915 -1.946 -0.779
O -0.886 1.991 1.165
O 1.246 -0.578 0.396
*
```

---

Formula: C4H5NO3S
Source: OMol25
Level of theory: wB97M-V/def2-TZVPD

Results
* E_tot: -833.97427 Eh
* relative energy (zero: lowest compared OMol25 entry of this formula, charge and spin): 265.5 kJ/mol
* strongest force on any atom: 5.582 eV/A
* HOMO level: -0.379 Eh
* frontier orbital gap: 9.6 eV

```
! RIJCOSX wB97M-V def2-TZVPD def2/J DEFGRID3
* xyz 0 1
C 1.689 0.750 -0.527
C 2.228 -0.448 -0.355
C -0.227 -0.153 0.076
C -2.443 0.899 0.321
N 0.312 0.918 -0.283
O 0.639 -2.537 -0.859
O 1.118 -2.032 1.506
O -1.742 -0.318 0.378
S 0.918 -1.576 0.165
H 2.190 1.652 -0.844
H 3.240 -0.750 -0.508
H -3.496 0.622 0.375
H -2.244 1.432 -0.610
H -2.181 1.541 1.165
*
```

---

Formula: C4H5NO4
Source: OMol25
Level of theory: wB97M-V/def2-TZVPD

Results
* E_tot: -511.03902 Eh
* relative energy (zero: lowest compared OMol25 entry of this formula, charge and spin): 321.5 kJ/mol
* strongest force on any atom: 1.400 eV/A
* HOMO level: -0.334 Eh
* frontier orbital gap: 9.0 eV

```
! RIJCOSX wB97M-V def2-TZVPD def2/J DEFGRID3
* xyz 0 1
C -1.738 0.469 0.026
C -1.912 1.736 0.031
C -2.198 -0.848 -0.139
C -0.744 -0.992 0.134
N 2.371 0.290 -0.295
O -1.934 2.901 0.074
O -3.173 -1.486 -0.395
O 0.119 -1.079 -0.865
O -0.316 -1.161 1.399
H 2.986 0.148 -1.088
H 2.916 0.133 0.545
H 2.078 1.260 -0.311
H 0.998 -0.628 -0.660
H 0.548 -0.743 1.544
*
```

---

Formula: C4H5NOS
Source: OMol25
Level of theory: wB97M-V/def2-TZVPD

Results
* E_tot: -683.51413 Eh
* relative energy (zero: lowest compared OMol25 entry of this formula, charge and spin): 246.2 kJ/mol
* strongest force on any atom: 3.264 eV/A
* HOMO level (spin up / spin down): -0.330 / -0.330 Eh
* frontier orbital gap (spin up / spin down): 9.1 / 9.1 eV

```
! RIJCOSX wB97M-V def2-TZVPD def2/J DEFGRID3
* xyz 0 1
C -1.478 -1.161 0.130
C -2.122 0.158 0.137
C 1.628 -0.126 -0.275
C 0.463 0.738 0.214
N -0.776 0.022 0.268
O -1.297 -2.321 -0.041
S -3.251 1.307 -0.110
H 1.650 -0.096 -1.327
H 2.551 0.031 0.278
H 1.503 -1.143 0.031
H 0.751 1.082 1.130
H 0.378 1.510 -0.436
*
```

---

Formula: C4H5NOS
Source: OMol25
Level of theory: wB97M-V/def2-TZVPD

Results
* E_tot: -683.55908 Eh
* relative energy (zero: lowest compared OMol25 entry of this formula, charge and spin): 128.2 kJ/mol
* strongest force on any atom: 3.829 eV/A
* HOMO level: -0.344 Eh
* frontier orbital gap: 8.4 eV

```
! RIJCOSX wB97M-V def2-TZVPD def2/J DEFGRID3
* xyz 0 1
C -0.084 1.591 -0.001
C -0.333 0.291 0.019
C 1.819 -0.850 -0.013
C -1.796 -0.109 0.181
H -0.904 2.306 0.030
H 0.928 1.968 -0.114
H 0.056 -1.728 -0.320
H 2.311 0.094 -0.181
H -2.441 0.735 0.350
N 0.425 -0.804 -0.086
O 2.399 -1.882 0.150
S -2.380 -1.612 -0.015
*
```

---

Formula: C4H5NOS2
Source: OMol25
Level of theory: wB97M-V/def2-TZVPD

Results
* E_tot: -1081.74622 Eh
* relative energy (zero: lowest compared OMol25 entry of this formula, charge and spin): 123.5 kJ/mol
* strongest force on any atom: 1.760 eV/A
* HOMO level: -0.328 Eh
* frontier orbital gap: 7.6 eV

```
! RIJCOSX wB97M-V def2-TZVPD def2/J DEFGRID3
* xyz 0 1
C 0.063 0.634 0.208
C 1.577 0.656 0.447
C -0.250 -0.801 -0.149
C -1.595 -1.295 -0.161
H -1.187 1.389 -1.096
H -0.479 0.940 1.086
H 1.793 0.709 1.528
H 2.012 1.557 -0.063
H -1.645 -2.380 -0.278
N 0.669 -1.652 -0.362
O -0.233 1.491 -0.879
S 2.189 -0.870 -0.265
S -2.915 -0.376 -0.016
*
```

---

Formula: C4H5NOS2
Source: OMol25
Level of theory: wB97M-V/def2-TZVPD

Results
* E_tot: -1081.66568 Eh
* relative energy (zero: lowest compared OMol25 entry of this formula, charge and spin): 335.0 kJ/mol
* strongest force on any atom: 6.072 eV/A
* HOMO level: -0.301 Eh
* frontier orbital gap: 8.4 eV

```
! RIJCOSX wB97M-V def2-TZVPD def2/J DEFGRID3
* xyz 0 1
C 0.028 -0.138 -0.876
C 0.882 1.574 0.977
C 0.626 -0.595 1.410
C -0.066 -0.998 0.375
H -1.944 -1.220 -3.505
H 1.175 2.693 1.018
H -0.235 1.713 1.295
H 0.309 -1.160 2.361
H -0.813 -1.907 0.497
N -0.636 -0.212 -2.035
O 1.417 0.515 1.638
S -1.507 -1.714 -2.234
S 0.764 1.447 -0.922
*
```

---

Formula: C4H5NOS2
Source: OMol25
Level of theory: wB97M-V/def2-TZVPD

Results
* E_tot: -1081.75549 Eh
* relative energy (zero: lowest compared OMol25 entry of this formula, charge and spin): 99.2 kJ/mol
* strongest force on any atom: 4.538 eV/A
* HOMO level: -0.282 Eh
* frontier orbital gap: 7.9 eV

```
! RIJCOSX wB97M-V def2-TZVPD def2/J DEFGRID3
* xyz 0 1
C -0.419 -0.554 -0.457
C -0.442 -0.951 0.910
C -1.733 -2.694 0.169
C -0.056 0.749 -1.061
N -1.118 -2.139 1.171
O 0.199 -0.425 1.975
S -2.760 -3.953 0.380
S -1.283 -1.817 -1.402
H 0.450 0.594 -2.006
H 0.484 1.346 -0.412
H -1.144 1.148 -1.197
H -1.051 -2.809 1.920
H 0.997 -0.002 1.733
*
```